1.
{"formula": "C16H16N2O8", "method": "the ωB97M-V functional and the def2-TZVPD basis", "energy_ev": -36207.9039, "charge": 0, "lumo_energy_ev": -0.33, "smiles": "COc1cc(C(=O)Oc2cc(C)[nH]c(=O)c2[N+](=O)[O-])cc(OC)c1OC", "orbital_gap_ev": 8.15, "species": ["C", "O", "C", "C", "C", "C", "O", "O", "C", "C", "C", "C", "N", "C", "O", "C", "N", "O", "O", "C", "C", "O", "C", "C", "O", "C", "H", "H", "H", "H", "H", "H", "H", "H", "H", "H", "H", "H", "H", "H", "H", "H"], "xyz": [[4.393, 2.437, -0.129], [3.093, 2.050, -0.521], [2.163, 1.630, 0.376], [1.087, 0.965, -0.206], [0.044, 0.494, 0.572], [-1.086, -0.245, 0.012], [-2.050, -0.636, 0.616], [-0.976, -0.412, -1.350], [-1.769, -1.305, -1.992], [-2.345, -0.863, -3.206], [-3.152, -1.702, -3.915], [-3.822, -1.323, -5.191], [-3.377, -2.947, -3.448], [-2.855, -3.504, -2.274], [-3.096, -4.656, -2.008], [-2.014, -2.580, -1.530], [-1.407, -3.078, -0.323], [-2.052, -3.806, 0.384], [-0.258, -2.730, -0.110], [0.059, 0.692, 1.952], [1.112, 1.356, 2.551], [1.164, 1.614, 3.890], [0.136, 1.107, 4.711], [2.192, 1.831, 1.770], [3.245, 2.527, 2.292], [3.759, 2.188, 3.566], [4.936, 2.573, -1.065], [4.883, 1.660, 0.462], [4.388, 3.374, 0.430], [1.101, 0.817, -1.273], [-2.142, 0.141, -3.535], [-4.904, -1.391, -5.082], [-3.562, -0.309, -5.475], [-3.523, -2.001, -5.989], [-3.978, -3.575, -3.971], [-0.774, 0.316, 2.522], [0.409, 1.395, 5.726], [0.072, 0.017, 4.647], [-0.833, 1.546, 4.458], [4.780, 2.573, 3.575], [3.776, 1.107, 3.716], [3.186, 2.656, 4.368]], "forces_ev_per_angstrom": [[0.4, 0.2, 0.0], [-0.3, 0.0, 0.1], [-0.1, -0.1, 0.2], [-0.1, -0.1, 0.2], [0.6, 0.3, 0.2], [-0.8, -0.2, 0.4], [0.4, 0.3, -0.2], [0.1, 0.1, -0.5], [-0.3, -0.7, 0.3], [0.0, -0.1, 0.0], [0.3, 0.4, 0.2], [0.0, 0.0, 0.0], [-0.2, -0.1, -0.2], [0.1, 0.2, 0.0], [-0.1, -0.4, 0.1], [-0.2, 0.5, -0.5], [0.1, -0.2, 0.0], [-0.2, -0.1, 0.2], [0.5, 0.0, 0.1], [-0.1, 0.0, 0.0], [-0.1, 0.0, -0.1], [0.3, 0.2, -0.4], [-0.2, -0.1, 0.2], [0.1, -0.1, -0.1], [-0.6, 0.1, -0.3], [0.3, 0.0, 0.4], [0.0, 0.0, 0.1], [0.0, 0.0, 0.0], [0.0, -0.1, -0.1], [0.0, 0.0, -0.1], [0.0, 0.1, -0.1], [-0.1, 0.0, 0.0], [0.0, 0.0, 0.0], [0.0, 0.0, -0.1], [0.1, 0.0, 0.2], [-0.1, 0.0, 0.1], [-0.1, 0.0, -0.1], [0.0, 0.0, 0.0], [0.0, 0.0, 0.0], [0.0, -0.1, 0.0], [0.0, 0.0, 0.0], [0.1, -0.1, -0.1]]}

2.
{"formula": "C5H15N2S", "method": "the ωB97M-V functional and the def2-TZVPD basis", "energy_ev": -19218.5321, "e_above_lowest_kcal_mol": 155.25, "charge": 2, "lumo_energy_ev": [-11.57, -11.51], "multiplicity": 2, "orbital_gap_ev": [4.57, 5.42], "species": ["C", "N", "C", "C", "S", "C", "C", "N", "H", "H", "H", "H", "H", "H", "H", "H", "H", "H", "H", "H", "H", "H", "H"], "xyz": [[6.122, -0.289, -0.188], [-0.070, 0.235, -1.154], [-1.319, -0.237, -0.717], [-1.944, 0.797, 0.187], [-3.526, 0.576, 0.965], [-2.312, -0.710, -1.825], [5.008, -0.240, 0.602], [1.650, -0.404, 0.872], [6.758, 0.610, -0.300], [6.197, -1.046, -0.919], [0.357, -0.130, -2.034], [-1.230, -1.235, -0.149], [-1.792, 1.779, -0.381], [-1.129, 0.901, 0.945], [-3.069, -0.223, 1.911], [-2.581, 0.191, -2.518], [-1.851, -1.593, -2.334], [-3.174, -1.246, -1.273], [4.769, 0.566, 1.293], [4.553, -1.228, 0.851], [1.462, 0.152, 1.747], [0.932, -0.116, 0.147], [1.830, -1.348, 1.190]], "forces_ev_per_angstrom": [[0.2, 2.4, -1.4], [0.3, 0.4, -0.2], [-1.1, -3.7, -1.5], [2.0, 2.9, 0.4], [0.5, 0.7, -1.1], [-0.5, 0.0, -0.1], [-0.8, -1.7, 2.5], [0.0, 1.7, 1.6], [0.1, -0.8, 0.4], [0.5, -1.0, -0.6], [-1.0, -0.1, 0.7], [0.6, 1.3, -0.3], [-1.3, -1.1, 0.7], [-1.0, 0.0, 0.3], [0.1, -0.7, 0.7], [0.1, -2.0, 1.1], [-0.2, 1.1, -0.2], [0.7, 1.4, -1.0], [-0.1, 0.2, -0.6], [0.0, 0.9, -0.3], [0.4, -0.6, -1.3], [1.3, -0.9, 0.8], [-0.6, -0.2, -0.7]]}

3.
{"formula": "C32H58N4O3PS", "method": "the ωB97M-V functional and the def2-TZVPD basis", "energy_ev": -66329.5779, "charge": 1, "lumo_energy_ev": -4.12, "orbital_gap_ev": 7.45, "species": ["C", "C", "C", "C", "C", "C", "C", "C", "C", "C", "C", "C", "C", "C", "C", "C", "C", "C", "N", "N", "C", "P", "S", "N", "C", "N", "C", "C", "C", "C", "C", "O", "C", "H", "H", "H", "H", "H", "H", "H", "H", "H", "H", "H", "H", "H", "H", "H", "H", "H", "H", "H", "H", "H", "H", "H", "H", "H", "H", "H", "H", "H", "H", "H", "H", "H", "H", "H", "H", "H", "H", "H", "H", "H", "H", "H", "H", "H", "H", "H", "H", "H", "H", "H", "H", "H", "H", "C", "C", "C", "O", "C", "C", "C", "O", "H", "H", "H", "H"], "xyz": [[3.428, -1.934, 2.265], [2.242, -2.870, 2.969], [0.792, -2.147, 2.624], [-0.327, -3.352, 2.505], [-0.738, -3.650, 0.945], [-1.874, -2.573, 0.439], [-2.743, -3.206, -0.808], [-2.554, -2.293, -2.179], [-3.999, -1.574, -2.553], [-3.631, -0.020, -3.030], [-3.459, 0.959, -1.689], [-3.679, 2.518, -2.176], [-2.370, 3.489, -1.889], [-2.448, 4.327, -0.482], [-2.207, 3.437, 0.873], [-0.859, 2.505, 0.865], [0.307, 3.015, 1.951], [0.950, 4.380, 1.310], [2.458, 4.385, 1.191], [3.261, 4.773, 2.276], [4.687, 4.679, 1.778], [6.374, 5.006, 2.614], [6.400, 6.515, 3.844], [4.673, 4.217, 0.328], [3.229, 3.990, -0.058], [2.773, 3.532, -1.269], [3.609, 3.197, -2.484], [4.853, 2.165, -2.211], [4.557, 0.610, -2.751], [5.786, -0.302, -2.076], [5.869, -1.826, -2.675], [6.567, -2.643, -1.627], [5.636, -3.001, -0.543], [3.335, -0.794, 2.558], [4.475, -2.388, 2.540], [3.243, -2.022, 1.091], [2.282, -3.948, 2.492], [2.478, -2.911, 4.119], [0.556, -1.411, 3.514], [0.868, -1.591, 1.574], [0.108, -4.336, 2.975], [-1.297, -2.958, 3.066], [-1.181, -4.729, 0.820], [0.257, -3.566, 0.293], [-2.644, -2.316, 1.293], [-1.330, -1.565, 0.115], [-2.357, -4.292, -1.014], [-3.874, -3.292, -0.507], [-2.239, -2.954, -3.109], [-1.766, -1.411, -2.021], [-4.567, -2.155, -3.403], [-4.741, -1.572, -1.618], [-2.588, -0.013, -3.587], [-4.434, 0.388, -3.779], [-4.319, 0.700, -0.939], [-2.392, 0.767, -1.213], [-3.859, 2.477, -3.347], [-4.623, 3.033, -1.709], [-2.376, 4.291, -2.773], [-1.392, 2.860, -2.041], [-1.696, 5.249, -0.513], [-3.531, 4.825, -0.438], [-2.132, 4.213, 1.777], [-3.188, 2.802, 1.105], [-1.146, 1.411, 1.168], [-0.329, 2.446, -0.183], [1.085, 2.163, 2.177], [-0.284, 3.352, 2.932], [0.514, 4.509, 0.216], [0.654, 5.308, 1.986], [2.971, 5.058, 3.243], [6.723, 3.804, 3.377], [7.460, 5.147, 1.634], [1.718, 3.438, -1.368], [2.864, 2.782, -3.316], [4.094, 4.190, -2.934], [5.755, 2.544, -2.895], [5.170, 2.047, -1.091], [4.541, 0.530, -3.918], [3.496, 0.253, -2.349], [5.692, -0.227, -0.912], [6.795, 0.266, -2.361], [6.641, -1.781, -3.585], [4.838, -2.287, -2.992], [4.702, -3.505, -1.047], [5.280, -2.103, 0.119], [6.214, -3.739, 0.193], [-6.388, -3.911, 2.280], [-7.156, -4.925, 2.690], [-8.167, -5.529, 1.799], [-8.872, -6.456, 2.174], [-8.294, -4.971, 0.438], [-7.526, -3.957, 0.028], [-6.515, -3.353, 0.919], [-5.810, -2.426, 0.544], [-5.642, -3.456, 2.921], [-7.074, -5.346, 3.684], [-9.040, -5.425, -0.203], [-7.607, -3.535, -0.966]], "forces_ev_per_angstrom": [[-0.6, -0.9, -0.4], [0.6, 1.4, -0.8], [0.6, -1.4, 0.3], [-0.5, 0.7, -0.3], [0.0, 0.5, 0.5], [0.0, -0.3, -0.2], [0.8, 0.2, -0.4], [-1.2, -0.1, 0.0], [0.4, 0.6, -0.2], [0.0, -0.5, 0.7], [-0.9, 0.1, -1.0], [0.8, 0.1, -0.3], [-0.7, 0.6, -1.0], [-0.2, 0.2, -0.3], [-0.4, 0.7, 0.4], [0.5, -0.6, 0.8], [-1.5, 0.5, -0.3], [-0.7, 0.2, 0.4], [-0.1, -0.9, -2.7], [5.4, -0.8, -3.2], [-4.5, -2.0, -4.8], [0.8, 0.6, 1.6], [-0.5, -0.4, -0.5], [-3.7, 0.9, 4.1], [2.7, 1.8, 4.7], [-1.1, 0.5, 1.9], [1.3, 0.4, -1.4], [0.0, -1.1, -1.4], [0.2, 0.2, 1.2], [-0.3, 1.1, -1.2], [1.5, 0.8, 0.7], [-2.3, 0.6, -0.2], [0.1, -0.6, 0.3], [0.3, -2.4, -0.4], [-1.9, 1.2, -0.6], [0.6, 0.3, 2.5], [0.0, 2.2, 1.0], [-0.8, -0.1, -2.2], [0.3, -1.3, -2.0], [-0.1, -1.0, 2.3], [-1.0, 2.0, -0.7], [2.0, -1.3, -1.0], [0.9, 2.1, 0.4], [-2.2, -0.2, 1.2], [1.7, -0.5, -1.5], [-1.3, -2.1, 0.7], [-0.7, 2.0, 0.4], [2.3, 0.3, -0.7], [-0.5, 1.4, 2.0], [-1.6, -2.2, -0.2], [1.3, 1.1, 1.5], [1.8, 0.2, -2.0], [-2.1, -0.1, 0.9], [1.4, -0.6, 1.6], [1.8, 0.3, -1.2], [-2.3, 0.5, -0.8], [0.4, 0.3, 2.5], [1.8, -1.2, -0.8], [0.1, -1.6, 2.0], [-1.8, 1.2, 0.5], [-1.4, -2.0, 0.1], [2.4, -1.1, 0.0], [-0.1, -1.7, -1.9], [2.3, 1.2, -0.7], [0.5, 2.0, -0.7], [-1.2, 0.1, 1.9], [-1.5, 1.9, -0.5], [1.5, -1.0, -2.0], [1.0, 0.0, 2.3], [0.6, -1.8, -1.7], [-0.1, -0.4, -1.6], [-0.6, 0.5, -1.2], [-1.6, -0.6, 0.2], [2.1, 0.2, 0.3], [1.6, 0.8, 2.1], [-1.3, -2.0, 1.2], [-1.9, -0.7, 1.9], [-0.7, 0.7, -2.2], [0.1, 0.3, 2.2], [2.2, 0.6, -0.8], [0.1, -0.5, -2.2], [-2.1, -1.3, 0.7], [-2.0, -0.4, 1.9], [1.9, 0.9, 0.7], [1.6, 0.7, 1.3], [0.7, -1.4, -1.4], [-1.3, 1.5, -1.9], [-0.1, -0.3, 0.3], [0.4, 0.3, 0.1], [-0.6, -0.8, 0.3], [0.6, 0.7, -0.3], [0.1, 0.3, -0.4], [-0.3, -0.3, -0.1], [0.3, 0.5, -0.2], [-0.4, -0.4, 0.2], [0.0, 0.0, 0.0], [0.0, 0.0, 0.0], [0.0, 0.0, 0.0], [0.0, 0.0, 0.0]]}

4.
{"formula": "C4H8O", "method": "the ωB97M-V functional and the def2-TZVPD basis", "energy_ev": -6321.6492, "e_above_lowest_kcal_mol": 81.14, "charge": 0, "lumo_energy_ev": [0.94, 0.92], "orbital_gap_ev": [8.21, 7.99], "species": ["C", "O", "C", "C", "C", "H", "H", "H", "H", "H", "H", "H", "H"], "xyz": [[1.812, 0.177, 0.482], [1.336, 0.619, -0.656], [0.101, 0.892, -0.952], [-0.894, -1.044, 0.163], [-0.984, 0.485, -0.022], [1.205, 0.225, 1.377], [2.878, 0.013, 0.488], [0.159, -1.351, 0.179], [-0.040, 1.148, -1.994], [-1.383, -1.552, -0.671], [-1.332, -1.391, 1.103], [-1.952, 0.777, -0.445], [-0.905, 1.004, 0.948]], "forces_ev_per_angstrom": [[0.2, 0.0, 0.5], [0.6, 0.1, -0.4], [-0.7, 0.1, -0.1], [0.0, -0.1, 0.1], [0.0, 0.0, 0.0], [0.1, -0.1, -0.1], [-0.1, 0.2, 0.0], [-0.3, -0.1, 0.0], [0.0, 0.0, 0.1], [0.0, 0.0, 0.1], [-0.1, 0.1, -0.1], [0.2, -0.1, 0.1], [0.1, -0.1, -0.2]]}

5.
{"formula": "C25H23FN4O5", "method": "the ωB97M-V functional and the def2-TZVPD basis", "energy_ev": -45215.6074, "e_above_lowest_kcal_mol": 0.77, "charge": 0, "lumo_energy_ev": -0.79, "smiles": "COCCCNC(=O)Cn1cc(/C=C2\\C(=O)NC(=O)N(c3ccccc3F)C2=O)c2ccccc21", "orbital_gap_ev": 7.37, "species": ["C", "O", "C", "C", "C", "N", "C", "O", "C", "N", "C", "C", "C", "C", "C", "O", "N", "C", "O", "N", "C", "C", "C", "C", "C", "C", "F", "C", "O", "C", "C", "C", "C", "C", "C", "H", "H", "H", "H", "H", "H", "H", "H", "H", "H", "H", "H", "H", "H", "H", "H", "H", "H", "H", "H", "H", "H", "H"], "xyz": [[-1.327, 4.097, -2.455], [-1.646, 2.796, -2.018], [-2.865, 2.732, -1.300], [-3.065, 1.314, -0.781], [-3.275, 0.303, -1.917], [-2.984, -1.050, -1.488], [-3.831, -1.732, -0.702], [-4.965, -1.381, -0.456], [-3.322, -3.086, -0.159], [-1.906, -3.169, 0.070], [-1.127, -2.149, 0.480], [0.201, -2.532, 0.554], [1.299, -1.680, 0.837], [1.366, -0.356, 0.499], [0.492, 0.264, -0.498], [-0.223, -0.334, -1.282], [0.556, 1.636, -0.566], [1.414, 2.467, 0.111], [1.350, 3.668, 0.022], [2.365, 1.818, 0.878], [3.306, 2.635, 1.576], [4.290, 3.337, 0.902], [5.192, 4.113, 1.609], [5.122, 4.184, 2.990], [4.141, 3.489, 3.676], [3.238, 2.726, 2.961], [2.261, 2.071, 3.616], [2.454, 0.438, 1.079], [3.369, -0.026, 1.722], [0.220, -3.928, 0.212], [1.232, -4.876, 0.105], [0.897, -6.151, -0.299], [-0.421, -6.490, -0.612], [-1.441, -5.564, -0.527], [-1.111, -4.280, -0.113], [-0.412, 4.017, -3.038], [-2.127, 4.506, -3.082], [-1.157, 4.768, -1.605], [-2.832, 3.438, -0.456], [-3.696, 3.023, -1.959], [-2.175, 1.030, -0.219], [-3.921, 1.293, -0.106], [-2.598, 0.537, -2.737], [-4.311, 0.340, -2.262], [-2.005, -1.300, -1.546], [-3.880, -3.278, 0.766], [-3.607, -3.854, -0.884], [-1.557, -1.209, 0.769], [2.150, -2.094, 1.367], [-0.127, 2.083, -1.193], [4.339, 3.274, -0.174], [5.955, 4.661, 1.078], [5.830, 4.785, 3.538], [4.061, 3.534, 4.750], [2.253, -4.618, 0.342], [1.664, -6.906, -0.376], [-0.645, -7.497, -0.926], [-2.456, -5.837, -0.772]], "forces_ev_per_angstrom": [[0.0, 0.2, -0.1], [0.0, -0.3, 0.0], [-0.2, -0.1, 0.3], [0.0, 0.2, -0.4], [-0.1, 0.2, 0.2], [0.3, 0.1, -0.2], [0.4, -0.5, -0.1], [-0.3, 0.1, 0.2], [-0.7, 0.0, 0.2], [0.1, 0.3, -0.1], [0.6, -0.1, 0.4], [-0.6, -0.2, 0.0], [0.0, 0.7, -0.2], [0.0, -0.8, 0.3], [0.0, 0.1, -0.1], [-0.1, 0.2, -0.2], [-0.3, 0.0, -0.4], [-0.2, 0.0, 0.0], [0.0, 0.1, -0.1], [0.5, 0.2, 0.3], [0.1, 0.1, 0.3], [-0.1, -0.1, 0.2], [0.1, 0.0, -0.1], [0.0, 0.0, 0.0], [-0.2, -0.1, 0.0], [0.0, 0.1, -0.2], [0.1, 0.0, -0.1], [0.2, -0.2, 0.1], [-0.1, 0.0, 0.0], [-0.4, 0.0, -0.1], [-0.1, -0.1, 0.0], [0.2, 0.0, 0.0], [-0.1, 0.0, 0.0], [-0.1, 0.0, 0.0], [0.7, -0.4, 0.0], [0.0, 0.1, 0.0], [0.0, 0.0, 0.0], [0.0, 0.0, 0.0], [0.0, 0.0, -0.1], [0.1, 0.0, 0.0], [0.0, 0.0, 0.1], [0.0, 0.0, 0.1], [-0.1, 0.0, 0.0], [0.1, 0.0, -0.1], [-0.1, -0.1, 0.0], [0.1, 0.0, -0.2], [0.0, 0.1, 0.1], [-0.1, 0.2, -0.1], [0.1, 0.1, 0.1], [0.1, -0.1, 0.2], [0.0, 0.0, -0.1], [0.1, 0.0, 0.0], [0.1, 0.1, 0.1], [0.0, 0.0, 0.1], [0.1, 0.0, 0.0], [0.1, -0.1, 0.0], [0.0, -0.1, 0.0], [-0.1, 0.0, 0.0]]}

6.
{"formula": "C15H19N3", "method": "the ωB97M-V functional and the def2-TZVPD basis", "energy_ev": -20333.8652, "e_above_lowest_kcal_mol": 1.18, "charge": 0, "lumo_energy_ev": 0.78, "smiles": "CCc1c[nH]c2ccccc12.CCc1c[nH]cn1", "orbital_gap_ev": 8.87, "species": ["C", "C", "C", "C", "N", "C", "C", "C", "C", "C", "C", "H", "H", "H", "H", "H", "H", "H", "H", "H", "H", "H", "C", "C", "C", "C", "N", "C", "N", "H", "H", "H", "H", "H", "H", "H", "H"], "xyz": [[-2.484, 1.559, -2.655], [-2.068, 0.158, -2.281], [-2.101, -0.098, -0.806], [-2.645, 0.665, 0.176], [-2.300, 0.156, 1.416], [-1.558, -0.977, 1.230], [-1.141, -1.876, 2.204], [-0.508, -3.031, 1.762], [-0.277, -3.209, 0.395], [-0.652, -2.283, -0.566], [-1.388, -1.159, -0.157], [-2.010, 2.334, -2.040], [-3.548, 1.720, -2.437], [-2.325, 1.832, -3.697], [-2.673, -0.552, -2.855], [-1.037, 0.003, -2.610], [-3.350, 1.482, 0.166], [-2.378, 0.575, 2.323], [-1.312, -1.686, 3.254], [-0.061, -3.684, 2.503], [0.236, -4.098, 0.055], [-0.578, -2.562, -1.608], [1.235, 2.153, -1.001], [2.102, 2.361, 0.232], [2.757, 1.118, 0.734], [2.150, -0.082, 0.947], [3.146, -0.935, 1.367], [4.284, -0.210, 1.416], [4.083, 1.024, 1.027], [1.715, 1.621, -1.828], [0.881, 3.100, -1.404], [0.352, 1.541, -0.779], [2.765, 3.220, 0.149], [1.387, 2.688, 0.995], [1.122, -0.414, 0.921], [2.946, -1.857, 1.712], [5.235, -0.599, 1.739]], "forces_ev_per_angstrom": [[-0.8, 1.1, 0.5], [0.2, 0.0, -0.3], [0.2, 0.1, -0.5], [-0.3, 0.3, 0.7], [0.0, -0.3, -0.1], [-0.2, 0.0, 0.2], [0.4, -0.4, -0.4], [0.4, 1.0, 0.4], [0.5, -0.1, -0.5], [-1.0, -0.4, 0.2], [0.3, -0.4, 0.5], [0.3, -0.3, -0.1], [0.0, -0.2, -0.2], [0.1, -0.3, -0.1], [0.0, -0.1, 0.2], [0.0, -0.1, 0.0], [0.3, 0.2, -0.4], [-0.4, 0.3, -0.1], [0.0, 0.0, 0.1], [-0.3, -0.3, -0.2], [0.0, -0.1, 0.1], [0.3, 0.2, -0.1], [-0.2, -0.3, -0.7], [-0.9, 0.3, 0.5], [-0.3, 0.2, -0.4], [-0.3, -0.4, 0.2], [-0.6, 0.1, 0.2], [0.4, 0.1, 0.1], [0.5, 0.1, 0.0], [0.4, 0.1, 0.2], [-0.1, 0.1, 0.1], [0.1, 0.1, 0.2], [0.4, -0.4, -0.3], [0.1, 0.0, 0.2], [0.1, 0.1, -0.2], [0.4, -0.1, 0.0], [0.0, -0.1, 0.0]]}